C3H5N3 | ωB97M-V/def2-TZVPD

Geometry (Å):
N -1.1793 1.6670 0.2870
C -0.5068 0.6215 0.0088
C -0.6729 -0.9547 -0.1263
N 0.6796 -1.4937 -0.2618
C 1.4692 -0.5000 -0.1458
N 0.8817 0.7252 0.0329
H -2.1885 1.6035 0.2325
H -1.0883 -1.2158 0.8507
H -1.3050 -1.4964 -0.8508
H 2.5515 -0.5612 -0.1812
H 1.3588 1.6046 0.1541

The HOMO energy comes out at -9.0 eV. The value obtained for the energy relative to the best compared isomer or geometry (same formula, charge and spin) is 16.3 kcal per mole. Its LUMO energy is 0.9659 eV.

Here are the Mulliken charges for atoms 1 to 5, given in e: N -0.711; C 0.466; C -0.346; N -0.535; C -0.062

---

C2H5Cl3NO2PS | ωB97M-V/def2-TZVPD

Geometry (Å):
C -0.0136 0.8509 3.5959
C 0.5650 0.3342 2.5500
N -0.0976 -0.0451 -1.7613
O 0.8203 -1.9702 -0.3991
O 1.6130 1.2136 -3.0292
P 0.4472 -1.6045 -1.7342
S 0.4538 1.2654 -2.2157
Cl 1.8779 -1.8576 -3.0928
Cl -1.1675 -2.5510 -2.4478
Cl -3.3052 1.6765 -2.0144
H -2.3334 0.9619 -1.7332
H 0.5350 1.2140 4.4481
H -1.0431 0.6320 3.7157
H 1.6693 0.3036 2.2594
H -0.0210 -0.4236 1.8586

The HOMO energy comes out at -10.2 eV. The value obtained for the energy relative to the best compared isomer or geometry (same formula, charge and spin) is 0.0 kcal per mole. Its LUMO energy is -1.7693 eV.

Here are the Mulliken charges for atoms 1 to 5, given in e: C -0.432; C -0.369; N -0.139; O -0.499; O -0.416

---

C13H5Cl4NO2PtSSbSe4 | ωB97M-V/def2-TZVPD

Geometry (Å):
Pt 0.0185 -0.0828 -0.7084
Cl -3.7721 -2.7635 4.4502
C -2.4562 -2.2848 3.5223
C -1.1209 -2.9668 3.8134
Cl -1.0955 -4.1092 5.0573
C -0.0164 -2.6912 3.1248
Cl 1.4841 -3.4285 3.3868
C -0.0836 -1.6642 2.0626
O 0.8358 -1.3117 1.3941
C -1.4533 -0.9499 1.8031
O -1.4811 -0.0754 0.9681
C -2.6155 -1.3516 2.5746
Cl -4.0944 -0.5938 2.2166
S 0.7352 4.1105 0.7449
C -0.0334 2.6317 0.4647
N 0.7294 1.6787 0.0068
C 2.0608 2.1071 -0.1630
C 3.1372 1.3436 -0.6102
C 4.3635 1.9596 -0.7038
C 4.5313 3.3108 -0.3556
C 3.4755 4.0624 0.1034
C 2.2315 3.4370 0.1992
H -1.0882 2.4883 0.6534
H 3.0074 0.3004 -0.8640
H 5.2171 1.3908 -1.0492
H 5.5071 3.7677 -0.4490
H 3.6039 5.1008 0.3788
Se -0.0448 0.8591 -6.3904
Sb 0.4438 -1.4185 -5.6940
Se -1.2739 -3.0242 -5.6675
Se 2.7526 -1.8940 -5.6152
Se 0.2901 -0.8953 -2.7309

The HOMO energy (spin up / spin down) comes out at -10.8 / -10.7 eV. The value obtained for the energy relative to the best compared isomer or geometry (same formula, charge and spin) is 49.5 kcal per mole. Its LUMO energy (spin up / spin down) is -6.9877 / -7.0027 eV. The net charge is +1.

Here are the Mulliken charges for atoms 1 to 5, given in e: Pt 0.698; Cl -0.100; C 0.570; C 0.416; Cl -0.111

---

C35H86N6O12 | ωB97M-V/def2-TZVPD

Geometry (Å):
C -4.1633 2.7403 -0.4438
C -4.0746 1.3959 0.2670
O -4.2099 0.3068 -0.2426
N -3.6906 1.5605 1.7103
H -3.1179 0.7977 2.0424
H -3.0201 2.3159 1.7065
C -4.8354 1.7128 2.7520
H -4.4676 2.6039 -1.4816
H -3.2138 3.2755 -0.4531
H -4.9899 3.3094 -0.0184
H -5.5715 0.9098 2.7142
H -5.2369 2.7261 2.7394
H -4.1258 1.6414 3.5763
C 1.6302 -0.1741 0.5815
C 0.8035 -0.6839 -0.6462
O 1.4166 -1.1973 -1.6179
N -0.6980 -0.4634 -0.5613
H -0.9807 -0.9701 0.2653
H -0.9173 0.4933 -0.3233
C -1.5316 -0.9953 -1.7028
H 1.0796 0.6845 0.9659
H 2.6712 0.0188 0.3220
H 1.6333 -0.9285 1.3683
H -2.5228 -0.5974 -1.4851
H -1.4691 -2.0826 -1.7455
H -1.1161 -0.3907 -2.5090
C 1.1997 -3.0473 -4.6966
C 0.1850 -2.7588 -5.7729
O -0.8637 -2.2420 -5.5759
N 0.7301 -3.0006 -7.1227
H 1.4971 -2.3675 -7.2990
H 1.2984 -3.8327 -7.1916
C -0.4160 -2.8958 -8.1934
H 1.5808 -4.0676 -4.6548
H 0.7493 -2.8389 -3.7261
H 1.9816 -2.3095 -4.8768
H 0.0925 -3.3928 -9.0196
H -0.4847 -1.8227 -8.3719
H -1.3177 -3.4826 -8.0183
C 2.1859 -0.3632 4.7959
C 2.2120 0.9267 5.6775
N 1.6440 2.2175 4.9596
C 1.7364 3.4144 5.9218
C 2.2832 2.5485 3.6493
C 3.8276 2.6918 3.6264
C 0.0957 2.0524 4.5333
C -0.8989 1.3225 5.4318
O -0.6687 1.7720 6.7306
C -1.6016 1.3593 7.6984
H 2.3956 -1.1899 5.4746
H 2.8241 -0.3757 3.9124
H 1.1475 -0.4600 4.4788
H 3.2170 1.1541 6.0329
H 1.5887 0.8801 6.5705
H 1.0567 3.2509 6.7581
H 1.4107 4.3331 5.4340
H 2.7745 3.4952 6.2442
H 1.8667 3.5136 3.3606
H 2.0736 1.7279 2.9631
H 4.2797 1.7612 3.9695
H 4.2045 3.5507 4.1817
H 4.2144 2.7240 2.6079
H 0.1663 1.4644 3.6182
H -0.2183 3.0726 4.3128
H -0.8730 0.2363 5.5187
H -1.9078 1.5463 5.0853
H -1.4220 0.3095 7.9303
H -2.5664 1.4629 7.2020
H -1.5686 1.9715 8.5997
C 1.0155 -7.1079 -1.4031
C 1.2312 -6.8805 0.0408
N 0.5700 -5.5514 0.5780
C -0.9375 -5.5077 0.1749
C 0.7204 -5.6312 2.1542
C -0.0676 -6.6960 2.9911
C 1.2719 -4.2478 0.0004
C 2.7973 -4.1412 0.0898
O 3.3641 -4.3598 1.3834
C 3.6020 -3.1366 2.0792
H 1.6218 -7.9915 -1.6025
H 1.1611 -6.2880 -2.1066
H -0.0174 -7.4477 -1.4782
H 2.2595 -6.6164 0.2877
H 0.9948 -7.7419 0.6654
H -1.4485 -6.4217 0.4775
H -1.0433 -5.3040 -0.8907
H -1.2570 -4.6062 0.6976
H 0.6390 -4.5593 2.3344
H 1.7848 -5.8129 2.3028
H -0.4894 -7.4936 2.3795
H -0.9512 -6.2458 3.4435
H 0.5059 -7.2956 3.6980
H 0.8543 -3.3874 0.5232
H 0.9914 -4.0518 -1.0345
H 3.0573 -3.1698 -0.3308
H 3.2478 -4.8791 -0.5740
H 3.6895 -3.1083 3.1653
H 2.6774 -2.5646 2.0009
H 4.4517 -2.5556 1.7206
C 1.4389 2.4516 -2.4886
C 1.3443 3.0006 -3.9533
N -0.0652 3.6464 -4.3141
C 0.1776 4.4143 -5.6741
C -1.2840 2.5973 -4.3255
C -1.1169 1.2817 -5.1981
C -0.3659 4.6646 -3.1919
C -1.6199 5.5346 -3.4991
O -1.1946 6.5055 -4.3950
C -2.0654 7.4726 -4.8733
H 2.3688 1.8851 -2.4371
H 0.6308 1.7355 -2.3393
H 1.4521 3.2414 -1.7375
H 1.5423 2.2067 -4.6734
H 2.1194 3.7422 -4.1464
H 0.6953 3.7767 -6.3907
H 0.7505 5.3093 -5.4315
H -0.7718 4.7768 -6.0684
H -2.1158 3.1815 -4.7190
H -1.6253 2.4510 -3.3007
H -2.0120 0.6660 -5.2866
H -0.3694 0.6369 -4.7360
H -0.7213 1.5193 -6.1856
H 0.5327 5.2711 -3.0794
H -0.5925 3.9980 -2.3597
H -1.8744 6.0695 -2.5841
H -2.5658 5.0478 -3.7366
H -1.6184 8.0505 -5.6821
H -2.2614 8.1443 -4.0375
H -2.9944 6.9917 -5.1796
O -0.8763 -2.2635 3.8781
C -1.3670 -1.7301 2.7889
O -2.1566 -0.7838 2.8178
O -0.9477 -2.1166 1.6401
H -1.5311 -1.8377 4.4362
O 0.5783 3.7681 1.1553
C -0.6249 3.1468 1.0514
O -0.9361 2.3948 0.0887
O -1.4329 3.4233 1.9463
H 0.1864 4.2081 1.9132

The HOMO energy comes out at -17.1 eV. Its LUMO energy is -8.9628 eV. The net charge is +4.

Here are the Mulliken charges for atoms 1 to 5, given in e: C -1.126; C 0.660; O -0.541; N 0.573; H 0.128

---

C19H20N2O5 | ωB97M-V/def2-TZVPD

Geometry (Å):
C 5.0625 -3.4401 -3.6129
H 5.5225 -2.7535 -2.8949
O 3.9319 -4.0752 -3.0685
C 2.8869 -3.3034 -2.6584
C 2.8250 -1.9192 -2.7643
C 1.7059 -1.2411 -2.3115
C 0.6335 -1.9144 -1.7498
C 0.7022 -3.2999 -1.6500
C 1.8075 -3.9884 -2.0989
H 1.8654 -5.0627 -2.0249
H -0.1237 -3.8468 -1.2180
C -0.5542 -1.1683 -1.2109
H -0.6600 -0.2055 -1.7090
H -1.4697 -1.7425 -1.3729
C -0.3828 -0.9530 0.3044
N -1.5276 -0.2760 0.8996
C -2.0547 0.9046 0.5162
O -1.6322 1.5688 -0.4214
C -3.2316 1.3469 1.3157
C -4.2565 2.0225 0.6605
C -5.3623 2.4633 1.3632
C -5.4442 2.2503 2.7295
C -4.4142 1.6027 3.3922
C -3.3114 1.1487 2.6910
H -2.5000 0.6727 3.2239
H -4.4692 1.4529 4.4604
H -6.3055 2.5970 3.2808
H -6.1589 2.9777 0.8468
H -4.1701 2.1902 -0.4024
H -1.9519 -0.7331 1.6903
H -0.3014 -1.9309 0.7891
C 0.9295 -0.2122 0.6215
O 1.8030 -0.7236 1.2906
N 1.0134 1.0139 0.0752
C 2.0831 1.9071 0.4238
C 1.6712 2.9643 1.4326
O 2.2998 3.9577 1.6729
O 0.5198 2.6649 2.0420
H 0.2897 3.3565 2.6820
H 2.4839 2.4099 -0.4610
H 2.8805 1.3059 0.8781
H 0.1720 1.4126 -0.3412
H 1.6726 -0.1653 -2.4024
H 3.6391 -1.3566 -3.1935
H 4.8160 -2.8956 -4.5306
H 5.7648 -4.2386 -3.8474

The HOMO energy comes out at -8.3 eV. The value obtained for the energy relative to the best compared isomer or geometry (same formula, charge and spin) is 11.8 kcal per mole. Its LUMO energy is 0.5211 eV.

Here are the Mulliken charges for atoms 1 to 5, given in e: C -0.830; H 0.338; O -0.460; C 0.899; C -0.632

---

C10H15ClSi | ωB97M-V/def2-TZVPD

Geometry (Å):
C -3.8074 -0.3131 0.3393
C -3.4303 1.0435 0.4957
C -2.8628 -1.2865 0.1051
C -2.0642 1.3275 0.6414
C -1.5326 -0.9690 0.1090
C -1.1026 0.3633 0.3698
C 2.9730 -0.5995 -1.0927
C 1.1604 0.2883 -2.4959
C 1.8085 0.0774 3.3744
C 1.4556 -0.3805 -1.1858
Si 0.7470 0.6627 0.2444
Cl 1.5405 2.5702 0.0968
H -4.9022 -0.5174 0.2811
H -4.2255 1.6911 0.6309
H -3.2706 -2.3479 -0.0987
H -1.6190 2.3864 0.8857
H -0.7608 -1.7217 -0.1568
H 3.2023 -0.8203 -2.1095
H 3.5191 0.2135 -0.5576
H 3.2027 -1.5957 -0.5355
H 1.4599 -0.3296 -3.3869
H 1.7237 1.1323 -2.5874
H 0.0856 0.5631 -2.6638
H 1.1059 0.2093 4.1471
H 1.9258 -0.8990 2.8375
H 2.6931 0.5868 3.4642
H 0.9747 -1.3355 -1.1519

The HOMO energy (spin up / spin down) comes out at -8.6 / -6.9 eV. The value obtained for the energy relative to the best compared isomer or geometry (same formula, charge and spin) is 106.9 kcal per mole. Its LUMO energy (spin up / spin down) is -0.2894 / 0.2070 eV.

Here are the Mulliken charges for atoms 1 to 5, given in e: C -0.279; C -0.634; C -0.453; C -0.241; C -0.264